1.
{"formula": "C15H27N3RhS2Si2", "method": "the ωB97M-V functional and the def2-TZVPD basis", "species": ["Rh", "C", "S", "C", "S", "N", "N", "C", "C", "C", "C", "C", "C", "N", "H", "H", "H", "H", "H", "H", "H", "H", "C", "Si", "C", "C", "C", "Si", "C", "C", "C", "H", "H", "H", "H", "H", "H", "H", "H", "H", "H", "H", "H", "H", "H", "H", "H", "H", "H", "H"], "coordinates": [[0.24717, 0.61865, 0.44228], [0.14568, 3.42518, 4.69892], [-0.83159, 4.13758, 3.35134], [-0.26900, 2.99358, 2.18996], [-0.82973, 1.29836, 2.30049], [0.73670, 3.35338, 1.34952], [1.28855, 2.28084, 0.79179], [2.51411, 2.33068, 0.35290], [2.96829, 1.08375, -0.32327], [4.24128, 0.75228, -0.78830], [4.44880, -0.53676, -1.31459], [3.32540, -1.38362, -1.57800], [2.08423, -0.88542, -1.25170], [1.91482, 0.25613, -0.58010], [0.71084, 2.51235, 4.46276], [-0.46636, 3.34608, 5.62171], [0.88994, 4.18037, 5.03098], [3.17161, 3.19408, 0.31336], [5.11000, 1.45471, -0.79564], [5.46942, -0.84423, -1.54342], [3.37265, -2.39671, -1.91267], [1.21266, -1.40135, -1.56840], [-3.40879, 0.02849, -2.18116], [-1.65649, 0.38125, -1.67194], [-0.56077, 0.28368, -3.17819], [-1.83146, 2.26824, -1.39203], [-1.18048, -0.70124, -0.14158], [-1.00964, -2.50998, 0.52981], [0.62097, -2.57063, 1.46838], [-2.39576, -3.01184, 1.73419], [-1.23255, -3.58425, -0.96279], [-3.62986, 0.70707, -3.04590], [-4.10496, 0.16101, -1.34831], [-3.52416, -1.02524, -2.48131], [-1.09525, 0.99152, -3.81893], [-0.53744, -0.68192, -3.69491], [0.47130, 0.62093, -3.00035], [-2.52252, 2.67409, -2.10264], [-0.84170, 2.74857, -1.47449], [-2.08245, 2.40258, -0.40016], [-1.95621, -0.32246, 0.59516], [0.62534, -1.70537, 2.13804], [1.49745, -2.49608, 0.90547], [0.70521, -3.48667, 2.08824], [-2.70377, -2.18534, 2.39173], [-1.98551, -3.85654, 2.34079], [-3.33190, -3.36598, 1.23305], [-1.63646, -3.04391, -1.84438], [-1.86452, -4.44023, -0.66740], [-0.28305, -4.04962, -1.26828]], "mulliken_charge": [0.2223, -0.7206, -0.0271, 0.4038, -0.1620, -1.0391, 0.6948, -0.5762, 0.5790, -0.7248, -0.2398, -1.0755, -0.5654, -0.0167, 0.2235, 0.3070, 0.3066, 0.4196, 0.3798, 0.4136, 0.4748, 0.8236, -1.0729, 0.6018, -1.0495, -1.2028, -0.1545, 0.4722, -1.0970, -1.2025, -1.0749, 0.3098, 0.3447, 0.3372, 0.3927, 0.3228, 0.3506, 0.4054, 0.2815, 0.3599, 0.4203, 0.2759, 0.4086, 0.4352, 0.3439, 0.3232, 0.3233, 0.2963, 0.4088, 0.3388], "total_charge": 1, "relative_energy_ev": 0.620, "e_tot_ha": -2237.557150, "multiplicity": 5, "s2": 6.0336}

2.
{"formula": "C2ClO2S", "method": "the ωB97M-V functional and the def2-TZVPD basis", "species": ["C", "C", "O", "O", "S", "Cl"], "coordinates": [[-0.94205, 0.37007, 0.01580], [1.48429, -1.04275, 0.44783], [-0.73428, -0.79115, 0.12254], [1.58943, -1.24985, -0.67401], [-2.22507, 1.25309, -0.40036], [0.82768, 1.46059, 0.48820]], "mulliken_charge": [0.4296, 0.0657, -0.4063, -0.1960, -0.4202, -0.4727], "total_charge": -1, "relative_energy_ev": 0.507, "e_tot_ha": -1085.136381}

3.
{"formula": "C2H3FO2S", "method": "the ωB97M-V functional and the def2-TZVPD basis", "species": ["C", "C", "O", "O", "F", "S", "H", "H", "H"], "coordinates": [[0.03232, -0.39451, -0.11341], [1.45644, 0.06528, 0.03355], [-0.54432, -1.09201, -0.97125], [-0.80065, 0.26142, 0.63076], [-3.21922, 0.75219, 0.49123], [-2.28815, -0.24708, -0.40888], [1.38178, 0.81451, 0.87737], [1.89196, 0.65133, -0.82534], [2.08984, -0.81113, 0.28598]], "mulliken_charge": [0.8392, -0.8003, -0.5610, -0.4467, -0.2433, 0.4030, 0.2757, 0.2773, 0.2561], "relative_energy_ev": 0.491, "e_tot_ha": -726.390278, "multiplicity": 3, "s2": 2.0041}

4.
{"formula": "C27H29BrN4O2SSe2SiW", "method": "the ωB97M-V functional and the def2-TZVPD basis", "species": ["W", "Br", "C", "C", "C", "C", "C", "C", "N", "C", "C", "C", "C", "C", "C", "N", "H", "H", "H", "H", "H", "H", "H", "H", "H", "C", "C", "C", "C", "C", "C", "C", "S", "O", "O", "N", "C", "C", "C", "C", "C", "N", "H", "H", "H", "H", "H", "H", "H", "H", "H", "H", "H", "C", "Si", "C", "C", "Se", "H", "H", "H", "H", "H", "H", "H", "H", "H", "Se"], "coordinates": [[-0.59234, 0.39778, 0.35426], [5.38127, -4.07268, 0.07244], [4.14684, -2.77586, 0.63475], [4.59553, -1.63044, 1.27707], [3.68814, -0.67046, 1.68614], [2.32633, -0.85340, 1.46311], [1.89783, -1.98878, 0.78660], [2.79626, -2.95596, 0.37994], [1.34755, 0.13788, 1.77813], [1.59682, 1.07995, 2.58024], [0.70173, 2.22340, 2.66059], [0.93345, 3.22569, 3.58376], [0.11195, 4.34124, 3.59756], [-0.89325, 4.42453, 2.65334], [-1.05496, 3.38427, 1.75194], [-0.29832, 2.29104, 1.76184], [5.65410, -1.48359, 1.43959], [4.05840, 0.25042, 2.11780], [0.84086, -2.13928, 0.61724], [2.45838, -3.84192, -0.13931], [2.50088, 1.11242, 3.18227], [1.76252, 3.13078, 4.27237], [0.26143, 5.13268, 4.31969], [-1.54817, 5.28222, 2.59613], [-1.82128, 3.43766, 0.99198], [-7.02975, -1.69490, 4.84898], [-5.74741, -1.67183, 4.07223], [-4.90162, -2.78213, 4.07334], [-3.68971, -2.75968, 3.41035], [-3.33942, -1.60041, 2.72557], [-4.17164, -0.48061, 2.67766], [-5.36691, -0.52712, 3.36130], [-1.82142, -1.53214, 1.92777], [-1.24590, -0.13422, 2.18604], [-0.94434, -2.59126, 2.29931], [-1.87017, -1.28776, 0.34429], [-1.56956, -2.08745, -0.75562], [-2.13032, -3.28010, -1.15606], [-1.66931, -3.81165, -2.35362], [-0.70138, -3.13613, -3.08736], [-0.20254, -1.94277, -2.59645], [-0.63303, -1.43671, -1.44496], [-7.40343, -2.70954, 4.96948], [-7.79652, -1.08606, 4.37233], [-6.85975, -1.28185, 5.84608], [-5.19314, -3.67465, 4.61187], [-3.01990, -3.60947, 3.42654], [-3.87938, 0.40023, 2.11990], [-6.02149, 0.33524, 3.35072], [-2.89473, -3.76509, -0.56474], [-2.07334, -4.74686, -2.71834], [-0.33786, -3.53179, -4.02471], [0.55798, -1.36516, -3.10937], [-1.08717, 1.79608, -3.79907], [-2.25911, 2.94619, -2.99052], [-4.08897, 2.82254, -3.11953], [-1.50206, 4.49692, -2.35641], [-2.33257, 1.56651, -0.60357], [-0.66780, 2.23822, -4.70844], [-1.54500, 0.84184, -4.06048], [-0.25390, 1.61436, -3.11601], [-4.50249, 3.58839, -3.77971], [-4.50862, 2.95875, -2.12141], [-4.40168, 1.84361, -3.48383], [-1.30751, 5.19838, -3.17373], [-0.54692, 4.26674, -1.87952], [-2.14969, 4.99608, -1.63467], [1.11473, 1.24288, -0.93681]], "mulliken_charge": [1.5828, -0.1280, -0.0022, -0.8719, -0.8908, 0.2421, 0.3661, -0.9537, 0.5380, -0.7112, 0.9785, -0.9416, -0.4284, -0.9303, 0.0968, 0.0311, 0.4267, 0.3448, 0.5524, 0.4851, 0.4225, 0.4925, 0.4658, 0.4547, 0.2947, -1.4834, 0.8327, -0.8248, -0.4008, 0.0945, -0.4116, -0.9298, 1.4236, -0.3863, -0.6913, 0.0401, 0.4155, -0.8767, -0.4616, -0.8635, -0.3756, -0.1443, 0.3891, 0.3897, 0.3160, 0.4079, 0.5208, 0.4045, 0.4192, 0.5624, 0.4684, 0.4825, 0.5588, -0.5440, 0.4088, -1.0382, -0.9173, -0.2642, 0.4643, 0.3017, -0.1400, 0.3891, 0.3495, 0.3395, 0.4120, 0.2831, 0.3385, -0.1754], "total_charge": 2, "relative_energy_ev": 1.934, "e_tot_ha": -9546.961082}